# 1
84
Properties=species:S:1:pos:R:3:lowdin_charge:R:1 method="wB97M-V/def2-TZVPD" largest_force_ev_per_a=1.7 charge=+1 total_energy_ha=-5242.27590 homo_energy_ev=-12.1
O -2.0277 -0.5750 -3.3945 -0.272
S -1.7679 -1.5423 -2.3604 0.617
O -2.8278 -2.3870 -1.8915 -0.273
O -0.5558 -2.4461 -2.8397 -0.167
C -1.0997 -0.6802 -0.9453 -0.214
C 0.4225 -0.6038 -0.8655 -0.159
C 0.9595 -0.1512 0.5090 -0.122
N -0.0120 0.3967 1.4561 0.134
C -0.5655 1.5720 1.3518 -0.318
N -1.4283 2.0759 2.2980 0.121
C -1.5090 3.5308 1.9829 -0.093
C -1.1685 3.6184 0.4863 -0.253
C -2.4449 3.6962 -0.3800 -0.139
C -2.5477 2.8830 -1.6793 -0.267
C -1.3109 2.8547 -2.5687 -0.607
Br -1.0586 4.5191 -3.5307 0.680
N -0.3178 2.4133 0.2920 0.140
H -0.3990 -2.2737 -3.7847 0.095
H -1.4931 0.3260 -1.0872 0.071
H -1.5717 -1.0951 -0.0523 0.098
H 0.7784 0.1010 -1.6208 0.123
H 0.8477 -1.5772 -1.1035 0.107
H 1.7406 0.5963 0.3477 0.128
H 1.4293 -0.9891 1.0193 0.110
H -0.1992 -0.1381 2.2959 0.142
H -2.3283 1.5957 2.2267 0.128
H -0.7581 4.0311 2.6006 0.122
H -2.4803 3.9231 2.2796 0.130
H -0.5913 4.5289 0.3393 0.132
H -3.3252 3.4568 0.2257 0.116
H -2.5454 4.7498 -0.6593 0.113
H -3.3594 3.3458 -2.2489 0.108
H -2.8901 1.8634 -1.4821 0.099
H -0.3801 2.7377 -2.0233 0.013
H -1.3860 2.0613 -3.3101 0.052
H 0.6716 2.6630 0.2434 0.119
C 1.1953 -5.1083 -3.2798 0.011
C 1.0980 -6.4288 -3.1627 0.033
C 1.3278 -7.3188 -4.3323 -0.379
O 1.2460 -8.5204 -4.2290 0.125
C 1.6581 -6.6734 -5.6309 0.033
C 1.7398 -5.3502 -5.7460 0.024
C 1.5118 -4.4684 -4.5784 -0.376
O 1.5570 -3.2558 -4.6776 0.083
H 1.0332 -4.4335 -2.4501 0.106
H 0.8531 -6.9201 -2.2298 0.125
H 1.8178 -7.3425 -6.4666 0.127
H 1.9684 -4.8572 -6.6821 0.125
C 3.7036 -0.7988 5.9363 0.038
C 2.6285 -0.5847 5.1827 0.019
C 2.2902 -1.4896 4.0635 -0.363
O 1.3048 -1.2898 3.3697 0.054
C 3.1760 -2.6450 3.8068 0.021
C 4.2525 -2.8639 4.5571 0.040
C 4.6033 -1.9568 5.6832 -0.374
O 5.5795 -2.1524 6.3657 0.139
H 3.9768 -0.1544 6.7620 0.129
H 1.9568 0.2479 5.3492 0.122
H 2.8973 -3.2929 2.9854 0.123
H 4.9190 -3.7009 4.3931 0.130
C -4.2629 -1.7941 3.2921 0.015
C -4.5939 -3.0423 3.6116 0.035
C -4.8318 -4.0712 2.5608 -0.376
O -5.1196 -5.2069 2.8570 0.131
C -4.6960 -3.6473 1.1428 0.045
C -4.3816 -2.3931 0.8278 0.015
C -4.1261 -1.3860 1.8763 -0.377
O -3.7814 -0.2527 1.5752 0.056
H -4.0773 -1.0302 4.0370 0.120
H -4.7003 -3.3745 4.6364 0.127
H -4.8694 -4.4093 0.3938 0.131
H -4.2777 -2.0611 -0.1955 0.096
C 2.9240 6.9978 0.0641 0.041
C 2.2898 5.8324 0.1501 0.018
C 2.0632 4.9940 -1.0492 -0.359
O 1.4755 3.9278 -0.9775 0.035
C 2.5633 5.4920 -2.3492 0.016
C 3.1986 6.6573 -2.4405 0.043
C 3.4310 7.5036 -1.2416 -0.372
O 4.0081 8.5618 -1.3161 0.139
H 3.1049 7.6314 0.9230 0.129
H 1.9164 5.4438 1.0902 0.116
H 2.3752 4.8583 -3.2061 0.117
H 3.5730 7.0464 -3.3785 0.131

---

# 2
82
Properties=species:S:1:pos:R:3:lowdin_charge:R:1 method="wB97M-V/def2-TZVPD" largest_force_ev_per_a=5.0 s2=0.820 charge=-1 multiplicity=2 total_energy_ha=-4816.34709 relative_energy_kcal_mol=25.1 homo_energy_ev="-3.5 / -3.3"
Re 0.4306 1.3673 0.3019 1.034
F 4.7901 6.2393 0.0507 0.095
C 3.5868 5.6826 -0.2572 -0.596
F 3.4066 5.9179 -1.5694 0.113
F 2.6705 6.4249 0.3978 0.122
C 3.5440 4.2378 0.1215 -0.136
C 4.6375 3.6692 0.7471 -0.016
C 4.5880 2.3276 1.1111 -0.065
C 3.4169 1.6345 0.9158 -0.118
N 2.3281 2.1820 0.3601 -0.197
C 2.3894 3.4570 -0.1210 -0.730
S 1.0234 3.9062 -1.0208 0.574
H 5.5250 4.2564 0.9343 0.114
H 5.4462 1.8324 1.5413 0.095
H 3.3175 0.5948 1.1925 0.082
C -3.3092 4.2919 1.7445 -0.342
Sb -2.5679 3.6685 -0.1912 1.280
C -4.6325 3.5143 -0.9396 -0.364
C -2.3074 5.6794 -0.9390 -0.356
H -4.1897 4.9220 1.6179 -0.007
H -2.5272 4.8373 2.2680 -0.005
H -3.5758 3.4197 2.3415 -0.009
H -5.0947 4.4963 -1.0434 -0.008
H -5.2196 2.9336 -0.2254 -0.032
H -4.6590 3.0041 -1.9029 -0.019
H -3.1416 6.3138 -0.6401 -0.008
H -2.2489 5.6374 -2.0263 -0.007
H -1.3717 6.0888 -0.5630 -0.016
N -1.3937 0.6515 0.4372 -0.078
C -2.4412 0.1634 0.5282 -0.215
N -3.5916 -0.4933 0.6608 -0.083
C -3.6022 -1.9189 0.3036 -0.107
C -3.7929 -2.0575 -1.2015 -0.181
O -4.9928 -1.4192 -1.6162 -0.132
C -4.9955 -0.0402 -1.2879 -0.191
C -4.8163 0.1732 0.2131 -0.123
H -4.4373 -2.3868 0.8298 0.129
H -2.6678 -2.3771 0.6099 0.119
H -3.8868 -3.1046 -1.4894 0.125
H -2.9249 -1.6214 -1.7166 0.133
H -5.9575 0.3471 -1.6238 0.127
H -4.1854 0.4755 -1.8222 0.126
H -5.6557 -0.2725 0.7513 0.130
H -4.7610 1.2370 0.4402 0.087
C 1.0456 -0.2985 -0.2946 -0.370
Ge 1.3900 -2.1626 -0.3025 0.875
C 3.3056 -2.4727 0.1191 -0.262
C 3.7715 -1.9745 1.3351 -0.130
C 5.1162 -2.0375 1.6641 -0.094
C 6.0180 -2.6150 0.7791 -0.105
C 5.5656 -3.1264 -0.4280 -0.101
C 4.2184 -3.0503 -0.7570 -0.109
C 0.4369 -2.9351 1.2541 -0.277
C 0.2581 -4.3056 1.4307 -0.124
C -0.4180 -4.7931 2.5412 -0.107
C -0.9262 -3.9141 3.4881 -0.106
C -0.7375 -2.5474 3.3333 -0.084
C -0.0515 -2.0641 2.2281 -0.124
C 0.9129 -2.9568 -2.0473 -0.276
C -0.0917 -3.9022 -2.2324 -0.117
C -0.4476 -4.3179 -3.5081 -0.103
C 0.1951 -3.7923 -4.6194 -0.104
C 1.1972 -2.8462 -4.4488 -0.092
C 1.5461 -2.4317 -3.1736 -0.121
H 3.0590 -1.5406 2.0300 0.100
H 5.4591 -1.6409 2.6121 0.100
H 7.0690 -2.6684 1.0350 0.094
H 6.2635 -3.5896 -1.1154 0.095
H 3.8616 -3.4572 -1.6972 0.089
H 0.6707 -4.9956 0.7015 0.096
H -0.5402 -5.8613 2.6757 0.093
H -1.4570 -4.2909 4.3538 0.094
H -1.1229 -1.8522 4.0688 0.104
H 0.1169 -0.9976 2.1080 0.053
H -0.5996 -4.3167 -1.3676 0.085
H -1.2325 -5.0529 -3.6416 0.095
H -0.0784 -4.1172 -5.6154 0.095
H 1.6993 -2.4246 -5.3106 0.099
H 2.3127 -1.6767 -3.0365 0.103
O -0.3149 2.9900 1.7167 -0.408
N -0.1021 2.6118 2.9079 -0.232
O 0.4786 1.5310 2.9905 -0.170

---

# 3
88
Properties=species:S:1:pos:R:3:lowdin_charge:R:1 method="wB97M-V/def2-TZVPD" largest_force_ev_per_a=0.3 charge=+3 total_energy_ha=-2823.10644 relative_energy_kcal_mol=7.2 homo_energy_ev=-16.0
Ta -0.0398 0.0345 0.3317 1.877
C 3.0556 -0.3277 -2.2226 0.010
C 1.9265 -0.1950 -3.1988 -0.240
N 2.2228 -0.2286 -4.4914 0.150
C 1.2508 -0.1273 -5.3906 -0.038
C -0.0922 0.0321 -5.0701 -0.110
C -1.1510 0.1173 -6.1457 -0.168
O -2.2043 0.9992 -5.7841 -0.050
C -0.4268 0.1044 -3.7209 -0.048
C -1.8209 0.3274 -3.2825 -0.079
N -2.0738 1.2290 -2.4297 0.080
C -3.3894 1.3801 -1.9615 -0.344
C -4.5387 1.1027 -2.7009 0.002
C -5.7952 1.2581 -2.1302 -0.029
C -5.9314 1.6922 -0.8163 -0.047
C -4.8018 2.0047 -0.0715 -0.131
C -3.5562 1.8532 -0.6596 -0.580
I -1.8405 2.4877 0.3657 1.339
C 0.6003 -0.0406 -2.7942 -0.159
O 0.3164 -0.0822 -1.4419 -0.231
H 3.9926 -0.2215 -2.7629 0.103
H 3.0472 -1.3140 -1.7522 0.066
H 3.0020 0.4245 -1.4365 0.062
H 1.5598 -0.1664 -6.4295 0.136
H -1.5999 -0.8684 -6.2899 0.140
H -0.6941 0.3985 -7.0949 0.136
H -2.0408 1.8698 -6.1618 0.115
H -2.5879 -0.3302 -3.6991 0.143
H -4.4441 0.8093 -3.7398 0.124
H -6.6770 1.0561 -2.7234 0.127
H -6.9132 1.8231 -0.3828 0.123
H -4.8981 2.3876 0.9363 0.106
O -4.0314 -1.6321 -0.4362 0.243
C -2.9688 -1.1156 0.0879 -0.422
O -1.9493 -0.8175 -0.5328 -0.046
C -2.9957 -0.8937 1.5504 -0.155
C -4.0449 -1.1926 2.4057 0.093
C -3.8702 -0.9300 3.7565 0.045
C -2.6668 -0.3837 4.1918 0.076
C -1.6845 -0.1187 3.2531 -0.154
N -1.8498 -0.3679 1.9570 0.038
C -0.3296 0.4543 3.4832 -0.408
O 0.1060 0.8192 4.6491 0.248
O 0.3970 0.5843 2.5030 -0.031
H -3.9583 -1.7272 -1.4033 0.178
H -4.9601 -1.6215 2.0210 0.151
H -4.6571 -1.1506 4.4653 0.144
H -2.5204 -0.1828 5.2456 0.140
H -0.5146 0.6735 5.3792 0.154
C 4.0396 5.3929 1.4309 0.025
N 2.9491 4.4304 1.3059 -0.055
C 2.9902 3.2087 0.5228 0.007
C 1.6221 2.6743 0.8222 -0.426
O 1.1726 1.6010 0.2756 -0.256
N 0.9361 3.4359 1.6235 0.169
C 1.7722 4.5023 1.9030 -0.351
N 1.3902 5.4810 2.6994 0.258
H 4.8667 5.0608 0.8107 0.108
H 4.3840 5.4499 2.4636 0.110
H 3.7226 6.3760 1.0827 0.109
H 3.7628 2.5147 0.8576 0.137
H 3.1187 3.4042 -0.5448 0.168
H 0.4685 5.4585 3.1020 0.137
H 1.9844 6.2683 2.9045 0.134
C 2.0528 -3.9606 -1.2042 -0.052
C 1.5873 -4.4514 0.1592 -0.138
C 1.8521 -3.4506 1.3110 -0.298
C 1.2714 -3.9993 2.6372 -0.137
C 1.4660 -3.0692 3.8275 -0.046
C 3.3581 -3.2648 1.4784 -0.387
O 4.0853 -4.1866 1.7006 0.183
N 3.8663 -1.9638 1.3737 0.247
C 3.1749 -0.8086 1.1194 -0.471
O 3.6750 0.2847 1.1161 0.119
N 1.8002 -0.9962 0.8672 0.076
C 1.2072 -2.1575 0.9928 -0.392
O -0.0648 -2.0306 0.7950 -0.078
H 1.8763 -4.7246 -1.9591 0.096
H 3.1234 -3.7450 -1.2120 0.091
H 1.5121 -3.0625 -1.5222 0.066
H 2.1099 -5.3672 0.4352 0.139
H 0.5190 -4.6727 0.1497 0.129
H 1.7727 -4.9506 2.8157 0.141
H 0.2140 -4.2137 2.4740 0.128
H 2.5222 -2.8927 4.0368 0.095
H 1.0289 -3.5045 4.7246 0.093
H 0.9892 -2.0947 3.6639 0.058
H 4.8627 -1.8631 1.5351 0.188